C5H11NO in the gas phase, computed with ωB97M-V with the def2-TZVPD basis set.

HOMO level, eV: -9.078
Strongest force on any atom, eV/A: 3.25
Kohn-Sham gap, eV: 10.0
SMILES: CCCNC(C)=O
Lowest unoccupied orbital energy, eV: 0.91
ΔE to the lowest compared entry with this formula, charge and spin, kcal/mol: 46.2

The geometry in ORCA input format:
```
! wB97M-V def2-TZVPD RIJCOSX def2/J DEFGRID3
* xyz 0 1
C 1.7834 -1.2163 -1.0951
C 1.4978 -0.6177 0.2793
C 1.1050 0.8667 0.2403
N -0.2022 1.1170 -0.4233
C -1.3268 1.0674 0.4379
C -2.8252 0.4982 0.5678
O -1.0699 1.0253 1.6293
H 2.0825 -2.2677 -1.0217
H 0.8960 -1.1643 -1.7350
H 2.5958 -0.6761 -1.5980
H 0.6987 -1.1752 0.7829
H 2.3910 -0.7192 0.9141
H 1.0311 1.2369 1.2637
H 1.8956 1.4368 -0.2648
H -0.1490 1.5146 -1.3533
H -2.8559 -0.3097 1.3434
H -3.2071 0.0932 -0.3475
H -3.4595 1.2954 0.9786
*
```

Here is what Mulliken gives for the atomic charges, in e: atom 1 (C): -1.136, atom 2 (C): -0.339, atom 3 (C): -0.698, atom 4 (N): -0.214, atom 5 (C): 0.522, atom 6 (C): -1.001, atom 7 (O): -0.533, atom 8 (H): 0.336, atom 9 (H): 0.303, atom 10 (H): 0.294, atom 11 (H): 0.274, atom 12 (H): 0.291, atom 13 (H): 0.307, atom 14 (H): 0.429, atom 15 (H): 0.254, atom 16 (H): 0.280, atom 17 (H): 0.363, atom 18 (H): 0.268


C5H11NO in the gas phase, computed with ωB97M-V with the def2-TZVPD basis set.

HOMO level, eV: -8.751
Strongest force on any atom, eV/A: 3.21
Kohn-Sham gap, eV: 9.7
SMILES: OC[C@H]1CCCN1
Lowest unoccupied orbital energy, eV: 0.95
ΔE to the lowest compared entry with this formula, charge and spin, kcal/mol: 41.5

The geometry in ORCA input format:
```
! wB97M-V def2-TZVPD RIJCOSX def2/J DEFGRID3
* xyz 0 1
O -1.5754 0.0847 -2.4108
C -0.2110 0.2639 -1.9887
C 0.1863 0.5867 -0.5079
C -0.9598 0.2752 0.4856
C -0.2634 -0.5654 1.5818
C 1.2372 -0.3993 1.4124
N 1.3710 -0.0369 0.0283
H -1.8224 -0.7581 -2.0197
H 0.3268 -0.6766 -2.2114
H 0.2588 0.9663 -2.6787
H 0.2271 1.6926 -0.4531
H -1.2892 1.1825 1.0253
H -1.8563 -0.1564 0.0426
H -0.5517 -1.6304 1.5610
H -0.5999 -0.3553 2.5922
H 1.6851 -1.3859 1.6222
H 1.6846 0.3503 2.1122
H 2.1521 0.5621 -0.1932
*
```

Here is what Mulliken gives for the atomic charges, in e: atom 1 (O): -0.529, atom 2 (C): -0.901, atom 3 (C): 0.516, atom 4 (C): -0.596, atom 5 (C): -0.594, atom 6 (C): -0.472, atom 7 (N): -0.495, atom 8 (H): 0.321, atom 9 (H): 0.340, atom 10 (H): 0.353, atom 11 (H): 0.173, atom 12 (H): 0.243, atom 13 (H): 0.219, atom 14 (H): 0.246, atom 15 (H): 0.384, atom 16 (H): 0.253, atom 17 (H): 0.280, atom 18 (H): 0.258